Molecular formula: C35H79BClN6O15
Method: DFT, wB97M-V/def2-TZVPD

Last columns: bonded neighbours and bond lengths (Å).
Cartesian coordinates (Å):
1 C 3.646 -0.975 9.748  C2 1.630, H23 1.140, H24 1.141, H25 1.150
2 C 4.914 -1.984 9.567  C1 1.630, C3 1.634, H26 1.159, H27 1.155
3 C 5.946 -1.474 8.407  C2 1.634, C4 1.631, H28 1.139, H29 1.156
4 C 6.233 -2.713 7.387  C3 1.631, N5 1.467, H30 1.153, H31 1.156
5 N 5.128 -2.743 6.423  C4 1.467, N6 1.381, H32 1.045
6 N 4.791 -3.945 5.831  N5 1.381, C7 1.504, C11 1.359
7 C 5.530 -5.253 5.900  N6 1.504, C8 1.627, H33 1.134, H34 1.155
8 C 6.312 -5.475 4.490  C7 1.627, O9 1.246, Cl10 1.837
9 O 6.371 -6.616 3.994  C8 1.246
10 Cl 7.157 -4.108 3.601  C8 1.837
11 C 3.672 -4.046 5.068  N6 1.359, N12 1.473, N19 1.438
12 N 3.182 -5.276 4.422  C11 1.473, C13 1.440
13 C 1.943 -5.105 3.709  N12 1.440, B14 1.624, N17 1.468
14 B 1.003 -6.146 2.891  C13 1.624, C15 1.619, O16 1.451
15 C 0.624 -7.569 3.565  B14 1.619, H35 1.149, H36 1.151, H37 1.140
16 O 0.441 -5.855 1.585  B14 1.451, H38 0.987
17 N 1.725 -3.673 3.950  C13 1.468, O18 1.348, N19 1.351
18 O 0.580 -3.230 3.393  N17 1.348, H39 0.988
19 N 2.691 -3.071 4.676  C11 1.438, N17 1.351, C20 1.474
20 C 2.637 -1.627 4.965  N19 1.474, N21 1.514, H40 1.136, H41 1.158
21 N 2.193 -0.778 3.793  C20 1.514, C22 1.494, H42 1.033
22 C 1.925 0.593 4.323  N21 1.494, H43 1.145, H44 1.151, H45 1.139
23 H 2.639 -1.488 9.595  C1 1.140
24 H 3.727 -0.128 8.987  C1 1.141
25 H 3.666 -0.561 10.821  C1 1.150
26 H 4.456 -3.016 9.304  C2 1.159
27 H 5.468 -2.150 10.566  C2 1.155
28 H 6.916 -1.214 8.944  C3 1.139
29 H 5.498 -0.570 7.841  C3 1.156
30 H 6.345 -3.634 8.073  C4 1.153
31 H 7.219 -2.458 6.840  C4 1.156
32 H 4.278 -2.430 6.944  N5 1.045
33 H 6.340 -5.301 6.693  C7 1.134
34 H 4.831 -6.142 6.136  C7 1.155
35 H 1.477 -7.943 4.238  C15 1.149
36 H -0.285 -7.425 4.257  C15 1.151
37 H 0.320 -8.322 2.765  C15 1.140
38 H -0.382 -6.399 1.538  O16 0.987
39 H 0.734 -2.818 2.508  O18 0.988
40 H 3.587 -1.129 5.338  C20 1.136
41 H 1.838 -1.464 5.787  C20 1.158
42 H 2.943 -0.790 3.083  N21 1.033
43 H 2.896 0.980 4.790  C22 1.145
44 H 1.128 0.494 5.148  C22 1.151
45 H 1.482 1.273 3.524  C22 1.139
46 C -0.675 -3.281 -0.286  O47 1.415, H55 1.094, H56 1.091, H57 1.095
47 O -1.550 -2.191 -0.064  C46 1.415, C48 1.422
48 C -0.982 -1.171 0.747  O47 1.422, C49 1.527, H58 1.098, H59 1.096
49 C -1.374 0.217 0.246  C48 1.527, O50 1.428, H60 1.095, H61 1.089
50 O -0.754 0.608 -0.979  C49 1.428, C51 1.429
51 C -1.157 -0.093 -2.158  O50 1.429, C52 1.524, H62 1.090, H63 1.095
52 C -2.586 0.181 -2.610  C51 1.524, O53 1.423, H64 1.095, H65 1.099
53 O -3.526 -0.422 -1.728  C52 1.423, C54 1.419
54 C -4.664 0.388 -1.481  O53 1.419, H66 1.095, H67 1.091, H68 1.093
55 H -0.635 -3.917 0.602  C46 1.094
56 H -1.064 -3.863 -1.124  C46 1.091
57 H 0.330 -2.938 -0.554  C46 1.095
58 H 0.114 -1.247 0.771  C48 1.098
59 H -1.366 -1.310 1.764  C48 1.096
60 H -1.031 0.945 0.989  C49 1.095
61 H -2.456 0.334 0.189  C49 1.089
62 H -0.964 -1.161 -2.059  C51 1.090
63 H -0.485 0.260 -2.948  C51 1.095
64 H -2.745 -0.250 -3.604  C52 1.095
65 H -2.743 1.267 -2.671  C52 1.099
66 H -4.375 1.418 -1.248  C54 1.095
67 H -5.184 -0.019 -0.613  C54 1.091
68 H -5.336 0.368 -2.343  C54 1.093
69 C 0.999 6.063 3.565  O70 1.415, H78 1.095, H79 1.091, H80 1.094
70 O 0.256 5.219 2.706  C69 1.415, C71 1.423
71 C -1.037 4.901 3.206  O70 1.423, C72 1.528, H81 1.096, H82 1.096
72 C -2.074 4.888 2.084  C71 1.528, O73 1.428, H83 1.095, H84 1.090
73 O -2.407 6.174 1.559  C72 1.428, C74 1.429
74 C -1.397 6.851 0.808  O73 1.429, C75 1.524, H85 1.090, H86 1.095
75 C -1.066 6.218 -0.539  C74 1.524, O76 1.423, H87 1.095, H88 1.099
76 O -0.355 4.997 -0.369  C75 1.423, C77 1.418
77 C -0.750 3.985 -1.280  O76 1.418, H89 1.095, H90 1.091, H91 1.093
78 H 1.396 5.488 4.407  C69 1.095
79 H 1.831 6.479 2.994  C69 1.091
80 H 0.391 6.897 3.928  C69 1.094
81 H -1.351 5.615 3.976  C71 1.096
82 H -0.978 3.903 3.656  C71 1.096
83 H -3.007 4.497 2.505  C72 1.095
84 H -1.794 4.201 1.285  C72 1.090
85 H -0.502 7.005 1.411  C74 1.090
86 H -1.803 7.850 0.614  C74 1.095
87 H -0.425 6.894 -1.114  C75 1.095
88 H -1.997 6.058 -1.100  C75 1.099
89 H -1.841 3.904 -1.334  C77 1.095
90 H -0.361 3.034 -0.914  C77 1.091
91 H -0.333 4.186 -2.270  C77 1.093
92 C 1.125 4.665 -9.479  O93 1.415, H101 1.094, H102 1.091, H103 1.094
93 O 1.679 5.206 -8.294  C92 1.415, C94 1.423
94 C 1.762 6.626 -8.307  O93 1.423, C95 1.527, H104 1.096, H105 1.095
95 C 1.416 7.211 -6.939  C94 1.527, O96 1.429, H106 1.095, H107 1.089
96 O 0.035 7.123 -6.582  C95 1.429, C97 1.428
97 C -0.485 5.820 -6.316  O96 1.428, C98 1.525, H108 1.090, H109 1.096
98 C 0.044 5.165 -5.044  C97 1.525, O99 1.423, H110 1.096, H111 1.099
99 O 1.403 4.772 -5.197  C98 1.423, C100 1.417
100 C 2.188 5.002 -4.039  O99 1.417, H112 1.095, H113 1.091, H114 1.093
101 H 1.868 4.678 -10.282  C92 1.094
102 H 0.838 3.631 -9.277  C92 1.091
103 H 0.226 5.210 -9.785  C92 1.094
104 H 1.092 7.056 -9.061  C94 1.096
105 H 2.794 6.891 -8.564  C94 1.095
106 H 1.639 8.282 -6.974  C95 1.095
107 H 2.049 6.798 -6.154  C95 1.089
108 H -0.366 5.169 -7.182  C97 1.090
109 H -1.564 5.959 -6.192  C97 1.096
110 H -0.536 4.261 -4.827  C98 1.096
111 H -0.074 5.865 -4.204  C98 1.099
112 H 2.018 6.007 -3.639  C100 1.095
113 H 3.238 4.928 -4.326  C100 1.091
114 H 1.969 4.248 -3.279  C100 1.093
115 C -6.300 -4.187 -2.097  O116 1.414, H124 1.094, H125 1.091, H126 1.095
116 O -5.768 -3.596 -3.266  C115 1.414, C117 1.424
117 C -4.392 -3.249 -3.149  O116 1.424, C118 1.527, H127 1.097, H128 1.094
118 C -3.640 -3.542 -4.445  C117 1.527, O119 1.429, H129 1.095, H130 1.090
119 O -3.445 -4.930 -4.727  C118 1.429, C120 1.429
120 C -4.606 -5.693 -5.060  O119 1.429, C121 1.525, H131 1.090, H132 1.096
121 C -5.234 -5.351 -6.407  C120 1.525, O122 1.423, H133 1.095, H134 1.099
122 O -5.877 -4.082 -6.364  C121 1.423, C123 1.417
123 C -5.695 -3.320 -7.545  O122 1.417, H135 1.095, H136 1.091, H137 1.093
124 H -6.491 -3.420 -1.340  C115 1.094
125 H -7.243 -4.670 -2.361  C115 1.091
126 H -5.629 -4.955 -1.697  C115 1.095
127 H -3.914 -3.794 -2.325  C117 1.097
128 H -4.341 -2.178 -2.934  C117 1.094
129 H -2.633 -3.123 -4.342  C118 1.095
130 H -4.091 -3.032 -5.296  C118 1.090
131 H -5.339 -5.658 -4.254  C120 1.090
132 H -4.264 -6.733 -5.109  C120 1.096
133 H -5.996 -6.097 -6.656  C121 1.095
134 H -4.456 -5.374 -7.182  C121 1.099
135 H -4.646 -3.319 -7.858  C123 1.095
136 H -5.982 -2.291 -7.328  C123 1.091
137 H -6.331 -3.708 -8.345  C123 1.093

The HOMO energy comes out at -10.1 eV. As for the energy above the lowest of the compared OMol25 structures with the same formula, charge and spin: 0.0 kcal/mol. The HOMO-LUMO gap comes out at 0.234 hartree. As for the max |F|: 8.9 eV/Å. Its total charge is +1.